Record 1
{
  "formula": "C5H12N2O",
  "method": "ωB97M-V/def2-TZVPD",
  "elements": ["C", "C", "C", "N", "C", "N", "C", "O", "H", "H", "H", "H", "H", "H", "H", "H", "H", "H", "H", "H"],
  "xyz": [[0.7589, 1.0054, 0.4701], [1.9942, 0.4410, -1.8500], [-0.2573, -1.5020, 1.6556], [-0.3924, 0.3811, 0.0668], [-1.0949, -0.5195, 0.9070], [-1.0708, 1.0381, -0.9705], [-2.4225, -0.5947, 0.8417], [1.4419, 1.5132, -1.1449], [-0.3545, 1.7907, -1.2965], [-1.1617, 0.3905, -1.7468], [0.6592, 2.0660, 0.6902], [1.4235, 0.3869, 1.0640], [2.9438, 0.1055, -1.4058], [1.3433, -0.4538, -1.8321], [2.1356, 0.7022, -2.9067], [-0.1454, -2.4763, 1.1777], [-0.6193, -1.7476, 2.6553], [0.7864, -1.3042, 1.9097], [-3.0189, 0.1461, 0.3369], [-2.9491, -1.3686, 1.3781]],
  "forces_ev_per_angstrom": [[0.706, 1.411, -3.295], [-0.147, -0.748, 0.296], [0.890, -1.231, 1.199], [0.354, -1.116, 0.396], [0.173, 0.139, -0.987], [0.146, 2.353, -0.277], [-0.136, 0.010, 0.476], [0.197, -0.726, 2.559], [-1.628, -1.857, 0.488], [0.095, -0.145, 0.053], [0.215, -0.031, 0.454], [0.051, 0.347, -0.041], [0.058, 0.201, -0.245], [-0.075, 0.185, -0.043], [0.063, 0.148, 0.243], [-0.434, 0.070, -0.489], [-0.661, 0.216, -0.139], [-0.040, 0.842, -0.483], [0.108, -0.027, -0.331], [0.066, -0.039, 0.165]],
  "multiplicity": 1,
  "relative_energy_kj_mol": 489.3,
  "total_energy_ev": -10403.35254,
  "homo_lumo_gap_ev": 8.66,
  "total_charge": 0,
  "e_lumo_ha": 0.0312
}

=====

Record 2
{
  "formula": "C5H12N2O",
  "method": "ωB97M-V/def2-TZVPD",
  "elements": ["C", "C", "C", "N", "C", "N", "C", "O", "H", "H", "H", "H", "H", "H", "H", "H", "H", "H", "H", "H"],
  "xyz": [[-0.4628, -2.4664, -0.6673], [-0.6809, -1.4039, 0.3758], [-0.4652, 0.0790, -0.3692], [-1.7634, 0.5968, -0.9623], [0.1488, 1.3041, 0.4359], [1.6275, 1.4040, 0.2120], [2.4796, 1.8899, 1.1709], [2.2168, 2.4582, 2.1681], [-1.4460, -2.9540, -0.8743], [0.0450, -3.4257, -0.5444], [-0.0766, -1.9971, -1.6195], [-1.7779, -1.3048, 0.5864], [-0.2595, -1.2644, 1.3516], [0.0615, -0.1460, -1.2940], [-2.4688, 0.9854, -0.4279], [-2.3301, -0.0216, -1.4706], [0.0762, 1.1500, 1.4924], [-0.4261, 2.2871, 0.1504], [1.9090, 0.8966, -0.5349], [3.5929, 1.9330, 0.8208]],
  "forces_ev_per_angstrom": [[-0.837, -1.325, -1.436], [-1.546, 3.781, -0.690], [-2.263, 0.159, 0.197], [2.248, 0.028, -0.674], [0.036, 0.306, -1.133], [-2.613, 1.493, 3.009], [2.596, -0.081, -3.588], [-1.438, 0.689, 2.394], [0.307, 0.887, -0.358], [0.980, 0.584, 0.845], [-0.457, -0.772, 0.924], [0.866, -0.455, -0.047], [1.079, -1.013, 0.360], [0.752, 0.283, 0.229], [-0.789, 1.386, 2.441], [0.108, -1.756, -1.235], [-0.582, -0.017, 0.706], [1.277, -1.886, 0.408], [1.718, -1.530, -2.505], [-1.440, -0.762, 0.155]],
  "multiplicity": 1,
  "smiles": "CC[C@@H](N)CNC=O",
  "relative_energy_kj_mol": 283.1,
  "total_energy_ev": -10405.48961,
  "homo_lumo_gap_ev": 10.14,
  "total_charge": 0,
  "e_lumo_ha": 0.0324
}

=====

Record 3
{
  "formula": "C5H12N2O",
  "method": "ωB97M-V/def2-TZVPD",
  "elements": ["C", "C", "C", "N", "H", "H", "H", "H", "H", "H", "H", "C", "N", "C", "O", "H", "H", "H", "H", "H"],
  "xyz": [[-2.3131, -1.5063, 0.1613], [-2.3109, -0.0564, -0.2241], [-1.5004, 0.8675, 0.2764], [-1.4694, 2.2167, -0.1324], [-1.6980, -1.7120, 1.0366], [-3.3244, -1.8646, 0.3507], [-1.9067, -2.0962, -0.6676], [-3.0500, 0.2523, -0.9592], [-0.7205, 0.6282, 0.9889], [-1.4253, 2.8577, 0.6497], [-2.2823, 2.4611, -0.6842], [3.3700, 0.3619, 0.0162], [2.0183, -0.0714, 0.3436], [1.4094, -0.9518, -0.5051], [1.8445, -1.2973, -1.5799], [4.0636, -0.4756, -0.0527], [3.7093, 1.0639, 0.7715], [3.3551, 0.8664, -0.9452], [1.8049, -0.2411, 1.3146], [0.4259, -1.3028, -0.1593]],
  "forces_ev_per_angstrom": [[0.259, 0.046, -0.468], [-0.131, -0.051, 0.322], [-0.054, 0.314, -0.194], [-0.193, 0.027, 0.106], [-0.014, 0.086, 0.088], [-0.008, -0.015, 0.065], [-0.098, -0.157, 0.082], [0.020, -0.009, -0.024], [-0.091, -0.108, 0.152], [0.175, -0.056, -0.025], [0.068, -0.039, -0.078], [-0.110, 0.040, 0.070], [0.160, -0.438, -0.102], [-0.229, -0.086, -0.261], [0.148, 0.202, -0.011], [0.054, -0.043, 0.009], [0.027, 0.024, 0.062], [-0.007, 0.008, -0.056], [-0.039, 0.266, 0.022], [0.063, -0.011, 0.242]],
  "multiplicity": 1,
  "smiles": "C/C=C/N.CNC=O",
  "relative_energy_kj_mol": 160.1,
  "total_energy_ev": -10406.76483,
  "homo_lumo_gap_ev": 9.09,
  "total_charge": 0,
  "e_lumo_ha": 0.0310
}

=====

Record 4
{
  "formula": "C5H12N2O",
  "method": "ωB97M-V/def2-TZVPD",
  "elements": ["C", "C", "C", "N", "C", "N", "H", "H", "H", "H", "H", "H", "H", "H", "H", "H", "C", "O", "H", "H"],
  "xyz": [[0.2150, -2.9957, 0.0387], [-1.0907, -2.2124, 0.0457], [-0.9576, -0.7961, 0.5864], [-1.1954, 0.3180, -0.2807], [-0.5732, -0.5227, 1.8346], [-0.5183, 0.7201, 2.4027], [0.9193, -2.4734, -0.5959], [0.1497, -4.0181, -0.3357], [0.6604, -3.0968, 1.0303], [-1.4139, -2.0775, -0.9792], [-1.8800, -2.7536, 0.5642], [-0.4991, 0.4141, -1.0184], [-2.1131, 0.2169, -0.7165], [-0.3845, -1.3500, 2.5198], [-0.0319, 0.8664, 3.2657], [-0.5181, 1.5131, 1.7842], [2.3059, 4.5476, -2.5081], [1.3929, 5.2391, -2.8698], [3.1681, 4.9668, -1.9540], [2.3647, 3.4943, -2.8140]],
  "forces_ev_per_angstrom": [[0.244, -0.241, 0.181], [0.084, 0.344, 0.190], [0.562, -0.180, 0.095], [-0.471, 0.212, -0.304], [-0.284, -0.812, 0.203], [0.037, 0.756, 0.205], [0.362, 0.119, -0.076], [-0.364, 0.013, -0.175], [-0.073, 0.245, 0.055], [-0.220, -0.232, -0.313], [-0.070, -0.132, 0.082], [-0.199, -0.168, 0.126], [0.359, 0.222, -0.034], [0.020, 0.163, -0.108], [0.114, -0.224, 0.011], [-0.102, -0.084, -0.140], [0.068, 0.449, -0.583], [0.068, -0.085, 0.262], [-0.158, -0.120, 0.132], [0.021, -0.245, 0.190]],
  "multiplicity": 1,
  "smiles": "CC/C(N)=C/N.C=O",
  "relative_energy_kj_mol": 255.0,
  "total_energy_ev": -10405.78076,
  "homo_lumo_gap_ev": 8.23,
  "total_charge": 0,
  "e_lumo_ha": 0.0255
}

=====

Record 5
{
  "formula": "C5H12N2O",
  "method": "ωB97M-V/def2-TZVPD",
  "elements": ["C", "C", "C", "O", "H", "H", "H", "H", "H", "H", "N", "N", "C", "C", "H", "H", "H", "H", "H", "H"],
  "xyz": [[-0.2061, 1.5793, -1.3957], [-0.1131, -0.4654, -2.1687], [-0.4910, 2.2764, -0.1244], [-0.9255, 0.5139, -1.6885], [0.6226, 1.8470, -2.0381], [-0.4619, -0.9533, -3.0670], [0.9298, -0.4602, -1.8853], [-0.1368, 3.3064, -0.1524], [-0.0106, 1.7634, 0.7183], [-1.5670, 2.2639, 0.0696], [1.7024, -0.7414, 0.8269], [-0.9098, -2.0225, 0.6054], [0.6728, -0.6200, 1.7871], [-0.5432, -1.1588, 1.6498], [1.6757, -1.6341, 0.3484], [2.6224, -0.5911, 1.2161], [-0.5647, -1.7383, -0.3113], [-1.9047, -2.1821, 0.5538], [0.8918, 0.0135, 2.6345], [-1.2831, -0.9966, 2.4216]],
  "forces_ev_per_angstrom": [[0.259, 1.612, 0.690], [-0.256, -0.671, -0.539], [-0.098, -0.045, -0.060], [0.316, -0.793, -0.280], [-0.009, -0.253, -0.020], [-0.107, -0.101, 0.048], [-0.050, 0.220, 0.070], [-0.013, -0.009, -0.002], [-0.016, 0.011, 0.013], [0.010, 0.047, 0.034], [-0.037, -0.055, -0.061], [0.072, 0.002, -0.138], [-0.263, 0.003, -0.040], [0.256, 0.032, 0.137], [0.038, 0.000, 0.026], [-0.078, -0.042, -0.025], [-0.085, 0.002, 0.119], [0.070, 0.025, -0.003], [-0.041, -0.003, 0.020], [0.032, 0.018, 0.012]],
  "multiplicity": 1,
  "relative_energy_kj_mol": 521.5,
  "total_energy_ev": -10403.01901,
  "homo_lumo_gap_ev": [8.29, 7.63],
  "total_charge": 0,
  "e_lumo_ha": [0.0387, 0.0185]
}

=====

Record 6
{
  "formula": "C5H12N2O",
  "method": "ωB97M-V/def2-TZVPD",
  "elements": ["C", "C", "C", "O", "N", "C", "C", "N", "H", "H", "H", "H", "H", "H", "H", "H", "H", "H", "H", "H"],
  "xyz": [[-1.6212, 2.0564, -0.6789], [-0.9137, 0.7638, -1.0306], [-1.8557, -0.4322, -0.8978], [-2.9537, -0.3919, -0.4017], [0.1980, 0.5670, -0.1046], [1.1384, -0.5075, -0.3239], [1.9932, -0.7911, 0.9153], [1.3974, -1.9130, 1.6829], [-0.9185, 2.7902, -0.3095], [-2.2549, 2.4029, -1.5016], [-2.4178, 1.8756, 0.0492], [-0.5140, 0.7662, -2.0426], [-1.4730, -1.4018, -1.2666], [-0.0752, 0.7871, 0.8408], [1.7747, -0.2658, -1.1772], [0.6454, -1.4535, -0.5526], [2.0126, 0.1207, 1.5153], [2.9616, -1.1395, 0.5858], [0.7635, -1.5378, 2.3969], [2.1128, -2.2959, 2.3012]],
  "forces_ev_per_angstrom": [[-1.185, -0.279, -0.256], [-0.063, -0.290, 0.700], [-0.332, -0.034, -0.223], [0.141, 0.068, -0.010], [-0.046, 0.631, -0.224], [-0.013, -0.363, 0.200], [-1.137, -0.463, -0.107], [0.114, 0.346, 1.113], [0.021, 0.297, -0.199], [0.619, 0.293, -0.239], [0.486, -0.151, 0.462], [0.110, 0.067, -0.219], [0.132, 0.019, 0.042], [0.104, -0.407, 0.133], [0.055, 0.195, -0.080], [0.021, -0.148, -0.124], [0.637, 0.107, -0.068], [0.401, 0.319, 0.095], [-0.181, -0.056, -0.592], [0.114, -0.152, -0.405]],
  "multiplicity": 1,
  "smiles": "C[C@H](C=O)NCCN",
  "relative_energy_kj_mol": 210.0,
  "total_energy_ev": -10406.24779,
  "homo_lumo_gap_ev": 9.44,
  "total_charge": 0,
  "e_lumo_ha": 0.0348
}